Entry 1:
{"formula": "C4H14NO3", "method": "ωB97M-V/def2-TZVPD", "elements": ["O", "C", "C", "N", "C", "C", "H", "H", "H", "H", "H", "H", "H", "H", "H", "H", "H", "H", "O", "H", "H", "O"], "coordinates": [[2.0546, 1.3053, 1.2114], [1.5388, 1.4049, 0.1260], [0.6366, 0.2971, -0.3652], [-0.5635, 0.1570, 0.5119], [-0.3109, -0.9975, 1.4987], [-0.5836, -2.3097, 0.8052], [1.7946, 2.3012, -0.4567], [0.4261, 0.4951, -1.4098], [1.1921, -0.6369, -0.3877], [-1.4040, 0.0586, -0.0617], [-0.8289, 0.9583, 1.0572], [-1.0460, -0.8139, 2.2515], [0.7060, -0.8672, 1.8526], [-0.8642, -3.0853, 1.5093], [0.2391, -2.7957, 0.2756], [-1.3715, -2.1628, 0.0631], [1.3833, -1.1978, -3.6901], [0.3833, -0.9651, -2.6587], [1.3406, -1.0360, -2.7444], [-3.7805, 0.9269, -0.2656], [-3.0918, 1.8871, 0.7233], [-3.0713, 1.5719, -0.1764]], "forces_ev_per_a": [[-0.39, -0.08, 0.02], [1.18, 0.18, 1.27], [0.28, 0.91, -0.93], [0.65, -1.09, -0.18], [-0.52, 0.23, -1.00], [0.19, -0.62, -0.50], [-0.43, -0.22, -0.56], [-0.77, 0.18, 0.15], [-0.04, -0.04, 0.32], [-0.11, -0.46, -0.01], [0.64, 0.92, 0.23], [-0.21, -0.11, 0.85], [-0.07, 0.11, 0.22], [-0.42, 0.15, 0.24], [0.30, 0.61, -0.04], [-0.24, -0.30, 0.21], [0.65, -0.14, -0.32], [-0.05, -0.15, 0.19], [-0.60, 0.02, -0.26], [-0.26, 0.19, 0.07], [-0.45, 0.31, 0.44], [0.64, -0.58, -0.43]], "nbo_charge": [-0.468, 0.394, -0.352, -0.503, -0.203, -0.655, 0.167, 0.247, 0.272, 0.455, 0.436, 0.218, 0.254, 0.263, 0.245, 0.208, 0.490, 0.451, -0.934, 0.491, 0.479, -0.957], "largest_force_ev_per_a": 1.7, "e_above_lowest_kj_mol": 164.3, "homo_ha": -0.52411, "e_tot_ev": -12000.1074, "homo_lumo_gap_ev": 10.7, "total_charge": 1}



Entry 2:
{"formula": "C4H14NO3", "method": "ωB97M-V/def2-TZVPD", "elements": ["O", "C", "C", "N", "C", "C", "H", "H", "H", "H", "H", "H", "H", "H", "H", "H", "H", "H", "O", "H", "H", "O"], "coordinates": [[-0.8189, -3.2509, -0.2601], [-1.3539, -2.4489, 0.4491], [-1.1525, -0.9401, 0.2815], [0.0969, -0.8096, -0.5650], [1.4196, -0.6850, 0.2185], [1.3719, 0.5277, 1.0939], [-2.0863, -2.6939, 1.2571], [-2.0040, -0.4589, -0.3019], [-1.1482, -0.2749, 1.1580], [-0.0410, 0.0092, -1.2379], [0.1075, -1.6351, -1.1699], [2.2370, -0.5756, -0.4810], [1.4479, -1.4526, 0.9557], [2.2762, 0.6644, 1.7032], [0.5689, 0.4236, 1.8819], [1.5740, 1.4754, 0.5718], [-1.4620, 3.1101, 1.3453], [-0.1964, 3.5161, 0.7416], [-0.6766, 2.6855, 0.9291], [0.6843, 1.1764, -2.6880], [-0.7737, 1.0661, -3.1643], [-0.0707, 0.5711, -2.7186]], "forces_ev_per_a": [[0.10, 0.20, 0.13], [-1.22, 0.62, 0.98], [0.01, 0.72, -1.49], [-0.05, 1.23, 0.60], [-1.24, 1.21, 0.24], [0.77, 1.20, 1.32], [0.38, -0.32, -0.43], [0.82, -1.03, 0.39], [0.45, -0.80, -0.02], [0.26, -0.88, 0.66], [0.16, -0.22, 0.14], [0.08, -0.76, -0.18], [0.41, -1.51, -0.36], [0.15, -1.21, 0.11], [0.67, 0.95, -1.26], [-1.60, -0.08, -0.14], [0.39, -0.85, -0.26], [0.21, -0.71, -0.12], [-0.80, 1.64, 0.35], [-0.09, 0.00, -0.30], [0.10, -0.11, 0.03], [0.05, 0.71, -0.39]], "nbo_charge": [-0.486, 0.427, -0.361, -0.545, -0.226, -0.653, 0.152, 0.262, 0.265, 0.467, 0.448, 0.232, 0.227, 0.258, 0.229, 0.231, 0.481, 0.478, -0.955, 0.498, 0.512, -0.941], "largest_force_ev_per_a": 1.9, "e_above_lowest_kj_mol": 141.6, "homo_ha": -0.53304, "e_tot_ev": -12000.3427, "homo_lumo_gap_ev": 11.4, "total_charge": 1}



Entry 3:
{"formula": "C4H14NO3", "method": "ωB97M-V/def2-TZVPD", "elements": ["C", "C", "C", "C", "O", "N", "H", "H", "H", "H", "H", "H", "H", "H", "H", "H", "H", "H", "O", "H", "H", "O"], "coordinates": [[0.9675, 0.3814, -0.0401], [1.1530, -0.6932, 1.0262], [1.7706, -0.3486, 2.3967], [0.9924, 0.7257, 3.1073], [0.4142, 1.5249, 2.4137], [-0.3415, 0.3608, -0.7807], [1.1668, 1.4542, 0.2420], [1.7068, 0.1486, -0.8622], [0.2654, -1.3453, 1.2666], [1.9299, -1.2848, 0.4885], [1.8596, -1.2620, 3.0479], [2.7504, 0.0816, 2.1471], [0.8763, 0.5933, 4.2288], [-1.1699, 0.6406, -0.2441], [-0.6086, -0.5186, -1.2730], [-0.2928, 0.9963, -1.5809], [-0.4005, -3.0819, -0.8823], [-0.7788, -2.7813, -2.3632], [-0.8283, -2.4234, -1.4409], [-3.8993, 1.5030, -4.3277], [-2.3236, 1.2975, -4.9514], [-3.0885, 1.0222, -4.4587]], "forces_ev_per_a": [[1.12, 1.15, -1.34], [0.31, -1.65, 0.11], [0.41, 0.01, -0.12], [-0.62, -1.10, -0.18], [-0.32, 0.68, 1.08], [-0.96, 0.18, -0.86], [-0.47, -1.36, 0.02], [-0.78, 0.39, 0.78], [0.58, 0.78, -0.86], [-0.80, -0.52, 0.98], [0.19, 0.86, -0.84], [0.17, -0.27, 0.65], [0.14, 0.78, -0.84], [0.35, 0.02, 0.26], [0.51, -0.54, 0.91], [0.09, 0.42, 0.30], [-0.04, -0.06, -0.06], [-0.14, 0.32, 1.19], [0.18, -0.10, -1.23], [0.39, 1.01, -0.78], [-0.65, 1.19, -0.49], [0.33, -2.20, 1.31]], "nbo_charge": [-0.221, -0.435, -0.513, 0.452, -0.548, -0.686, 0.265, 0.212, 0.231, 0.233, 0.245, 0.245, 0.145, 0.442, 0.474, 0.434, 0.497, 0.504, -0.976, 0.506, 0.497, -1.002], "largest_force_ev_per_a": 2.6, "e_above_lowest_kj_mol": 149.0, "homo_ha": -0.48837, "e_tot_ev": -12000.2659, "homo_lumo_gap_ev": 10.2, "total_charge": 1}



Entry 4:
{"formula": "C4H14NO5", "method": "ωB97M-V/def2-TZVPD", "elements": ["O", "C", "N", "C", "O", "C", "C", "H", "H", "H", "H", "H", "H", "H", "H", "H", "H", "O", "H", "H", "O", "H", "H", "O"], "coordinates": [[0.8508, -2.8130, 1.7785], [0.3496, -2.0840, 0.9285], [-0.9890, -1.8528, 0.9131], [-1.7892, -1.0135, -0.0670], [-1.3000, 0.2464, -0.2014], [1.1437, -1.5076, -0.2108], [2.5062, -0.9941, 0.2733], [-1.5399, -2.3697, 1.5817], [-2.7443, -0.9727, 0.4857], [-1.7998, -1.5022, -1.0539], [1.3929, -2.2934, -0.9275], [0.7088, -0.6722, -0.7453], [2.5487, -0.0468, 0.8246], [3.2199, -0.8606, -0.5427], [2.9607, -1.6388, 1.0341], [-1.4478, 1.3607, -1.2773], [-1.3296, 1.9791, -2.7939], [-1.7009, 2.1113, -1.9079], [-0.6165, 3.7478, -1.5525], [0.0916, 3.0184, -0.4732], [0.1746, 3.8239, -0.9905], [-0.5563, 0.7916, 1.2757], [0.0052, 2.2096, 1.6422], [-0.1393, 1.3324, 2.0068]], "forces_ev_per_a": [[0.31, 0.09, -0.01], [-1.26, -0.43, -0.14], [-0.01, 0.18, -0.73], [0.99, 1.19, 0.84], [0.33, -0.15, 0.33], [1.78, 0.86, 0.04], [1.04, 0.16, 0.96], [0.30, 0.06, 0.16], [-0.41, -0.48, -0.70], [-0.46, -0.44, 0.21], [-0.40, -0.26, 0.07], [-0.80, -0.20, 0.09], [-0.88, 0.17, -0.36], [-0.10, -0.21, -0.13], [-0.10, -0.49, -0.46], [-0.28, -0.45, -0.28], [-0.06, -0.35, 0.68], [-0.20, 0.50, -0.71], [0.20, -0.24, 0.30], [0.05, -0.15, -0.03], [0.04, 0.50, -0.07], [-0.02, 0.54, -0.07], [-0.13, -0.10, -0.06], [0.07, -0.30, 0.08]], "nbo_charge": [-0.674, 0.684, -0.641, 0.132, -0.957, -0.525, -0.603, 0.380, 0.124, 0.119, 0.209, 0.258, 0.215, 0.186, 0.216, 0.525, 0.451, -1.037, 0.492, 0.470, -0.976, 0.512, 0.447, -1.007], "largest_force_ev_per_a": 2.0, "e_above_lowest_kj_mol": 140.2, "homo_ha": -0.17616, "e_tot_ev": -16104.5722, "homo_lumo_gap_ev": 8.4, "total_charge": -1}